# C42H43P2RhS

A molecular structure, C42H43P2RhS (ωB97M-V/def2-TZVPD, the Open Molecules 2025 dataset).

The energy above the lowest of the compared OMol25 structures with the same formula, charge and spin is 0.0 kJ/mol. The HOMO energy (alpha / beta) comes out at -13.08 / -13.90 eV. The total energy comes out at -2817.128934 a.u. As for the expectation value of S²: 6.06. The value obtained for the LUMO energy (alpha / beta) is -4.8 / -7.9 eV.

The geometry in ORCA input format:
```
! wB97M-V def2-TZVPD RIJCOSX def2/J DEFGRID3
* xyz 2 5
H -2.425 1.665 -0.740
C -1.593 -1.160 -4.202
H -2.968 -0.752 1.939
H -2.568 -4.702 3.921
H 3.624 -1.290 0.475
H 2.752 1.220 -2.878
H -1.742 -2.659 -1.171
Rh 0.854 0.356 0.111
H -1.752 2.918 -2.293
H 1.004 0.124 -4.048
C 2.908 2.016 0.399
H -0.259 1.528 3.239
C -2.411 4.744 2.987
H 2.935 -1.178 -3.203
C 1.569 -2.134 2.076
H 2.764 1.017 3.034
H 1.924 4.196 -0.864
P -0.870 0.137 -1.808
H 2.810 2.875 1.055
C -3.063 -0.302 -0.152
C 2.456 -4.031 0.911
H -2.884 -4.197 -4.969
H -2.009 -3.977 6.215
H -2.254 -2.050 -6.029
C -1.750 -3.349 5.373
H -2.632 -4.464 -2.518
H -3.177 0.748 -2.046
H -1.980 -3.290 1.994
P -0.636 -0.731 1.766
C 0.553 1.111 -4.004
C -0.771 -1.336 4.504
H 3.088 -2.273 -1.818
C 3.580 0.649 2.409
C 3.179 -0.180 -1.312
C 2.437 3.542 -1.568
C 3.254 0.772 0.946
C -0.993 2.662 -3.020
C -0.619 3.622 -3.953
S -0.124 2.622 0.550
H 1.653 1.823 -5.699
C -1.109 -2.139 5.587
C -1.541 2.889 4.288
C -0.412 1.396 -3.036
C -1.077 -1.750 3.214
H 3.795 -0.383 2.680
C -1.731 -2.961 2.999
H 0.091 -2.529 -0.950
C -2.118 -2.193 -4.965
H 1.832 3.453 -2.471
H 3.113 -3.380 2.858
C -2.331 -3.543 -3.001
C -0.874 2.417 3.182
H -3.148 -1.309 -0.549
H 1.630 -4.401 -1.032
C 0.920 2.063 -4.940
H -0.269 -0.388 4.669
C -2.064 -3.758 4.081
H -4.088 0.004 0.071
C -2.345 -0.252 1.196
H 3.379 4.023 -1.843
H -2.325 0.802 1.493
C 0.712 -2.711 -0.097
H -1.344 -0.234 -4.700
C -1.404 -1.305 -2.825
C 2.720 2.193 -0.979
C 2.443 -3.195 2.028
H 4.496 -1.419 -2.432
C -2.479 -3.392 -4.371
H -1.463 2.372 5.235
H -3.009 5.644 2.930
H -0.874 -1.816 6.592
H 3.132 -4.876 0.874
C -2.319 4.046 4.189
H 0.616 4.068 -5.648
C 0.650 -1.880 1.026
C -0.960 3.112 1.954
H -1.084 4.599 -3.935
C -2.506 0.672 -1.188
C -1.722 4.299 1.879
H 1.565 -1.503 2.957
C 1.609 -3.770 -0.152
C 0.334 3.325 -4.914
C 3.356 -0.321 0.075
H 4.463 1.243 2.646
C -1.806 -2.511 -2.240
C 3.425 -1.329 -2.241
H -2.848 4.411 5.061
C 2.866 1.083 -1.812
H -1.757 4.845 0.945
*
```

Population analysis type Mulliken, resulting atomic charges in e: H 0.5347; C -1.4087; H 0.9448; H 0.4583; H 0.5241; H 0.8573; H -0.0641; Rh 0.2919; H 0.2872; H 0.8604; C -1.1999; H -0.0989; C -0.7836; H 0.3247; C -1.3083; H 0.2068; H 0.2996; P 2.2859; H 0.5456; C -1.5833; C -0.6595; H 0.4218; H 0.4214; H 0.4779; C -0.6419; H 0.4846; H 0.6364; H 0.3298; P 1.1722; C -0.8987; C -0.0534; H 0.2566; C -1.6641; C 1.0046; C -1.3469; C 1.5317; C -1.0024; C -0.7517; S 0.1582; H 0.4711; C -0.8197; C -0.7600; C 0.7860; C 0.2704; H 0.3440; C -0.3061; H 0.8823; C -0.8157; H 0.1491; H 0.4916; C -1.0012; C 0.3141; H 0.2793; H 0.5510; C -0.6305; H 0.4124; C -0.8068; H 0.5725; C -0.5648; H 0.4300; H 0.3390; C -1.1408; H 0.3799; C 1.3930; C 0.6714; C -0.9461; H 0.3824; C -0.7314; H 0.4693; H 0.4268; H 0.4555; H 0.4294; C -0.4628; H 0.4229; C 1.2268; C 0.4176; H 0.4657; C -1.0151; C -0.4794; H 0.5929; C -1.0555; C -0.8261; C -1.2349; H 0.4639; C 0.1960; C -1.3517; H 0.4214; C -0.4893; H 0.4790

=====

# C42H44CaFN10Si

A molecular structure, C42H44CaFN10Si at a distorted geometry (ωB97M-V/def2-TZVPD, the Open Molecules 2025 dataset).

The HOMO energy comes out at -8.97 eV. The total energy comes out at -3241.430850 a.u. The value obtained for the LUMO energy is -3.0 eV.

The geometry in ORCA input format:
```
! wB97M-V def2-TZVPD RIJCOSX def2/J DEFGRID3
* xyz 1 1
N 2.187 0.879 -1.500
N -0.932 -0.322 1.862
C 0.431 -2.085 -3.170
C -2.363 0.281 -2.748
C 2.675 0.862 -2.736
H 1.141 -5.060 0.398
H 4.246 1.385 -4.101
H -4.505 3.226 3.983
H 3.979 -1.062 -0.863
C -0.499 0.315 4.200
H 1.457 4.598 -0.306
H 1.483 -2.083 -2.910
H -2.886 0.659 -3.639
C 0.717 3.817 -3.940
C 1.636 4.811 -3.667
C -2.042 -0.844 2.269
C 0.153 -4.662 0.207
Si 2.662 -2.914 0.213
C -1.457 3.200 2.556
H 3.482 -3.613 -2.036
N 1.052 -2.350 -0.067
H 4.926 -1.980 0.307
C 3.235 -4.139 -1.107
C -1.315 -2.903 -0.245
H -3.346 -1.288 3.769
H -1.767 0.411 7.854
F -1.601 -1.551 -0.484
N -1.584 1.355 -2.121
C -2.213 -2.007 -3.753
N -0.260 -0.973 -2.861
C -2.529 2.263 -1.422
Ca 0.222 -0.157 -0.547
C 2.905 1.487 -0.539
H 1.237 1.321 4.926
C -0.091 0.281 2.795
C -3.249 1.617 -0.221
C 1.270 4.395 -1.358
H -0.416 3.463 2.730
C -0.140 -3.192 -3.760
H 2.991 1.951 1.610
H -3.285 2.585 -2.153
N 1.034 0.841 2.490
H 2.631 5.891 -2.083
C 1.921 5.116 -2.342
C -1.730 -0.237 4.546
C 3.888 1.437 -3.082
C -0.924 2.092 -3.214
C 0.029 -3.262 -0.026
H 2.342 -4.556 2.117
H -5.022 2.174 1.792
N 0.387 3.428 -1.614
H -2.683 -1.347 1.553
C 0.280 0.899 5.203
H -1.701 2.591 -3.813
H -3.387 -3.333 -0.464
H -2.154 3.925 4.457
H 4.667 2.578 0.000
H 4.142 -4.657 -0.775
H 0.440 1.379 7.278
H -0.446 1.363 -3.869
H -1.972 3.127 -1.088
C -2.418 3.447 3.523
C -2.980 2.278 1.115
N -1.722 2.623 1.385
C 2.404 1.449 0.843
H -3.053 -5.781 -0.045
H -0.736 -6.590 0.381
H 3.779 -0.778 0.888
H 2.066 0.364 -3.483
C 4.119 2.101 -0.803
H 5.574 2.533 -2.322
H -3.158 -0.636 6.100
C 2.911 -3.641 1.934
C -1.413 0.382 6.831
N 1.343 0.815 1.150
C -3.721 3.061 3.253
C -1.496 -3.151 -4.053
C 0.105 3.152 -2.879
C -4.007 2.468 2.034
H -3.274 -1.943 -3.962
C -0.171 0.931 6.504
C -0.919 -5.538 0.200
C 3.941 -1.540 0.122
H 2.608 -2.910 2.691
H -2.930 0.570 -0.141
H 2.485 -4.898 -1.345
H -4.325 1.615 -0.389
H -3.139 -0.047 -2.054
C -2.403 -3.742 -0.262
H -1.990 -4.004 -4.500
H 0.456 -4.069 -3.976
H 2.121 5.348 -4.473
H 0.463 3.560 -4.963
C -2.216 -5.096 -0.038
C 4.621 2.072 -2.093
H 3.969 -3.869 2.095
N -2.485 -0.825 3.532
C -1.562 -0.939 -3.151
C -2.195 -0.202 5.858
*
```

Population analysis type Mulliken, resulting atomic charges in e: N 1.0966; N 1.2124; C -0.1460; C -2.1395; C -0.6220; H 0.3732; H 0.5236; H 0.4437; H 0.1546; C 1.0025; H 0.4079; H 0.2842; H 0.6229; C -1.0954; C -0.4946; C -1.2641; C -1.0710; Si -0.0349; C -0.1812; H 0.3232; N 0.4606; H 0.5926; C -1.2526; C -0.4104; H 0.3308; H 0.4355; F 1.0150; N 2.2463; C -1.0414; N 0.2923; C -1.4685; Ca 2.6584; C 1.3604; H 0.4912; C -1.1980; C 0.6002; C -0.1616; H 0.3817; C -0.8480; H 0.4141; H 0.4021; N -1.2770; H 0.4489; C -0.9394; C -0.0704; C -0.9710; C -1.8306; C 1.1154; H 0.3628; H 0.4366; N 0.2883; H 0.4707; C -0.2442; H 0.6031; H 0.4790; H 0.4746; H 0.5588; H 0.4387; H 0.4589; H 0.7186; H 0.5630; C -0.8280; C 0.3850; N 0.1392; C -2.0639; H 0.4599; H 0.4441; H 0.1783; H 0.3089; C -1.0317; H 0.4823; H 0.4496; C -1.1435; C -0.5006; N 0.8658; C -0.4783; C -0.5842; C 0.4308; C -1.1194; H 0.5163; C -0.8677; C -1.2448; C -0.9408; H 0.2455; H -0.6256; H 0.3752; H 0.3495; H 0.5112; C -0.6819; H 0.4377; H 0.4685; H 0.4474; H 0.4880; C -1.1048; C -0.9652; H 0.3829; N 0.2229; C 0.7911; C -0.9812

=====

Q: Which formula does entry 2 have?
A: C42H44CaFN10Si